This record from OMol25 describes a structure of composition CH3O2S at a distorted geometry. The level of theory is wB97M-V/def2-TZVPD.

Computed properties:
Energy above the lowest of the compared OMol25 structures with the same formula, charge and spin in eV: 1.093
Total charge: 0
Gap between HOMO and LUMO (spin up / spin down) in Eh: 0.347 / 0.177
E_HOMO (spin up / spin down) in Ha: -0.3509 / -0.3498
<S²>: 0.75
Multiplicity: 2
E_tot in eV: -16012.972

Structure (XYZ):
```
7
CH3O2S, DFT wB97M-V/def2-TZVPD
S 1.47912 -1.46488 -0.24462
H -0.38136 0.41430 1.41385
C -0.85899 0.99164 0.56580
H 1.48566 -2.07721 -1.45962
O -1.67796 1.88368 0.81430
H 0.42046 -0.34040 -0.47115
O -0.46694 0.59286 -0.61856
```


This record from OMol25 describes a cluster of 13 separate species, H26O13 in total at a distorted geometry. The level of theory is wB97M-V/def2-TZVPD.

Computed properties:
Energy above the lowest of the compared OMol25 structures with the same formula, charge and spin in eV: 8.721
Total charge: 0
Gap between HOMO and LUMO in Eh: 0.320
E_HOMO in Ha: -0.3370
E_tot in eV: -27033.226

Structure (XYZ):
```
39
H26O13, DFT wB97M-V/def2-TZVPD
H -0.21449 2.78789 1.27165
H 1.52135 -1.11833 -2.40747
O 2.07285 -1.88043 -2.35177
H -0.41341 -3.69601 -0.17256
H 1.44466 2.29196 -1.27914
O 0.77904 0.00592 -0.32200
H -0.02188 -0.54373 -0.33522
O 0.70975 2.76231 -0.78937
H 2.50533 -0.84838 -0.05757
O -2.04791 -0.84976 3.54444
O -1.06439 -3.16544 -0.55451
O -0.18234 -1.77607 1.36359
O 1.14689 -0.07619 2.42144
O 4.03994 2.99657 -1.25117
H 3.96019 -0.82800 -0.53659
O -2.68919 2.30091 1.20823
O -0.58755 2.94888 0.43837
H -3.99967 0.03802 -2.05651
H 1.24640 3.08458 -0.08381
H 2.48022 -2.00416 -3.15834
H 0.43087 0.84484 -0.34256
H -1.73526 -3.18155 -3.32520
H -1.06587 2.06617 0.41966
H 0.93022 0.32307 1.61163
H 3.10493 2.96617 -1.34412
H -0.46796 -1.61671 2.20043
O 3.33209 -0.62635 0.17682
H 4.08549 2.09556 -0.89132
H -3.02531 0.73633 -1.15802
H -1.18268 -2.44268 -2.31904
O -1.03620 -3.25770 -2.68722
H -2.68915 -0.49128 4.14818
H 0.61645 0.31485 3.11893
H -1.66476 -2.81782 0.13177
H -3.41054 2.37929 1.89235
O -3.11067 -0.07285 -1.79098
H -2.99993 2.66113 0.39564
H 0.66054 -2.19888 1.52345
H -1.45806 -0.11213 3.34794
```


This record from OMol25 describes a cluster of 2 separate species, C3H3F2NO in total at a distorted geometry. The level of theory is wB97M-V/def2-TZVPD.

Computed properties:
Energy above the lowest of the compared OMol25 structures with the same formula, charge and spin in eV: 3.154
Total charge: 0
Gap between HOMO and LUMO in Eh: 0.350
E_HOMO in Ha: -0.4185
E_tot in eV: -12128.430

Structure (XYZ):
```
10
C3H3F2NO, DFT wB97M-V/def2-TZVPD
H 0.01724 1.46158 0.96909
C 0.79197 0.86283 0.37069
N -0.73334 -2.27412 0.73540
C -0.33142 -1.27108 0.33065
H 1.58698 1.38451 -0.25223
O -0.24555 -0.06348 -1.65271
C -0.06007 -0.09560 -0.35943
F 1.73425 0.25324 1.21111
H -0.84387 -0.85422 -1.72795
F -1.91621 0.59635 0.37537
```


This record from OMol25 describes the molecule C17H19FN2O. The level of theory is wB97M-V/def2-TZVPD.

Computed properties:
Energy above the lowest of the compared OMol25 structures with the same formula, charge and spin in eV: 1.116
Total charge: 0
Gap between HOMO and LUMO in Eh: 0.353
E_HOMO in Ha: -0.3279
SMILES string: OC1(c2cccc(F)c2)CCN(Cc2ccncc2)CC1
E_tot in eV: -25682.657

Structure (XYZ):
```
40
C17H19FN2O, DFT wB97M-V/def2-TZVPD
C 2.13019 -1.36085 2.97168
C 3.43412 -1.59244 3.39055
H 4.94387 -1.00907 4.81055
H -0.72604 -2.77090 0.69103
C -0.38707 -0.01490 -1.38951
C -0.16585 -2.03085 0.11273
N 3.23533 0.06333 5.09622
N 0.67757 -1.27589 1.01755
C -1.50547 2.27053 -1.74332
H -0.02598 1.20430 0.35042
C 1.51327 -2.13188 1.83849
C -1.14494 -1.09532 -0.59044
H 0.38123 -0.18394 3.34788
O 0.43663 -0.59907 -2.38644
C -2.43711 3.07416 -2.38013
H 1.16714 1.41570 -0.96026
F -3.98828 0.66789 -4.56790
C 1.99378 0.28551 4.69617
H 4.04986 -2.32981 2.89703
H -0.85694 2.71574 -1.00784
C 3.93281 -0.85732 4.45494
H 0.87497 -2.91390 2.26622
H -2.49860 4.12161 -2.12695
H -1.77219 -0.59928 0.15090
C -3.17335 1.20907 -3.63675
H 1.45741 1.04738 5.24723
H 2.30476 -2.63133 1.24986
C -1.39935 0.91864 -2.04637
H -0.12096 -1.02938 -3.04328
H 2.13413 0.20277 0.96237
H -4.01767 3.16153 -3.84616
C 0.55851 0.69495 -0.41464
H -1.78829 -1.68015 -1.25033
C -2.25220 0.39194 -3.01277
C 1.47161 -0.31838 0.26709
H 0.43412 -2.56460 -0.64646
C -3.28691 2.55322 -3.33826
C 1.39450 -0.39456 3.65019
H -2.22368 -0.65086 -3.29412
H 2.08964 -0.81977 -0.49634
```